--- one ---
The following is a quantum chemistry calculation of a cluster of 2 separate species, C3H7N2 in total, from OMol25.

spin multiplicity = 3
expectation value of S² = 2.030
HOMO-LUMO gap (spin up / spin down) = 7.5746 / 5.7459 eV
E_LUMO (spin up / spin down) = -3.56 / -9.09 eV
HOMO level (spin up / spin down) = -11.1 / -14.8 eV
charge = +1

Last column: Löwdin spin population.
Cartesian coordinates (Å):
1 C 2.483 -0.011 -0.155  0.67
2 C 1.553 -0.990 -0.222  0.76
3 C 1.140 0.377 0.001  0.15
4 N 0.190 1.140 0.374  0.33
5 N -2.206 -0.396 -0.146  0.00
6 H 3.416 0.224 0.000  0.04
7 H 1.497 -2.056 -0.310  0.04
8 H -2.421 -0.611 0.806  0.00
9 H -0.786 0.963 0.149  0.01
10 H 0.318 2.061 0.707  0.01
11 H -2.898 0.429 -0.423  0.00
12 H -2.285 -1.131 -0.781  0.00


--- two ---
The following is a quantum chemistry calculation of a structure of composition C3H7N2, from OMol25.

spin multiplicity = 3
expectation value of S² = 2.019
HOMO-LUMO gap (spin up / spin down) = 7.4520 / 9.5805 eV
E_LUMO (spin up / spin down) = -3.89 / -6.29 eV
HOMO level (spin up / spin down) = -11.3 / -15.9 eV
charge = +1

Last column: Löwdin spin population.
Cartesian coordinates (Å):
1 C -1.862 0.798 -0.115  0.10
2 C -0.829 -0.009 -0.960  0.11
3 C -0.091 -0.501 0.372  0.69
4 N -1.576 0.514 1.105  0.93
5 N 1.230 -0.031 0.884  0.07
6 H -2.743 1.289 -0.606  0.03
7 H -1.162 -0.855 -1.532  0.01
8 H -0.196 0.462 -1.642  0.01
9 H -0.314 -1.583 0.599  0.02
10 H 2.072 -0.582 0.467  0.03
11 H 1.075 -0.095 1.836  0.01
12 H 1.598 0.839 0.416  0.00


The structure with the least stability is one.


--- one ---
The following is a quantum chemistry calculation of an isolated molecule of C6H11P, from OMol25.

HOMO-LUMO gap (spin up / spin down) = 7.5097 / 8.2743 eV
E_LUMO (spin up / spin down) = -0.43 / -0.61 eV
HOMO level (spin up / spin down) = -7.9 / -8.9 eV

Last column: natural (NBO) charge in e.
Cartesian coordinates (Å):
1 C 2.353 0.557 0.041  -0.47
2 C 1.549 0.104 1.256  -0.15
3 C 0.994 0.100 -0.162  -0.41
4 C 0.777 -1.120 -1.014  -0.61
5 C -2.080 -0.016 0.893  -0.64
6 C -1.734 0.545 -0.442  -0.74
7 P -0.160 1.562 -0.181  0.63
8 H 2.779 1.557 -0.079  0.22
9 H 2.988 -0.253 -0.155  0.22
10 H 0.966 0.802 1.948  0.20
11 H 1.750 -1.489 -1.408  0.21
12 H 0.285 -0.948 -1.901  0.21
13 H 0.293 -1.867 -0.515  0.22
14 H -2.681 0.739 1.571  0.22
15 H -2.890 -0.800 0.866  0.22
16 H -1.156 -0.412 1.369  0.22
17 H -2.596 1.145 -0.809  0.23
18 H -1.438 -0.206 -1.278  0.23


--- two ---
The following is a quantum chemistry calculation of an isolated molecule of C6H11P, from OMol25.

HOMO-LUMO gap = 7.3057 eV
E_LUMO = 0.13 eV
HOMO level = -7.2 eV
SMILES = C=CCP(=C)=CC

Last column: natural (NBO) charge in e.
Cartesian coordinates (Å):
1 C -0.521 1.196 -1.602  -0.38
2 C -0.610 1.661 -0.387  -0.24
3 C -1.132 0.902 0.720  -0.74
4 P -0.533 -0.856 0.557  1.29
5 C -1.810 -1.815 -0.131  -1.05
6 C 1.117 -1.082 0.158  -0.71
7 C 2.298 -0.198 0.472  -0.64
8 H -0.321 1.938 -2.443  0.22
9 H -0.911 0.121 -1.798  0.23
10 H -0.150 2.545 0.035  0.21
11 H -0.697 1.223 1.721  0.25
12 H -2.220 0.693 0.674  0.26
13 H -1.437 -2.863 -0.076  0.23
14 H -2.695 -1.409 0.431  0.22
15 H 1.354 -2.065 0.033  0.22
16 H 3.099 -0.639 1.216  0.21
17 H 2.046 0.801 0.776  0.21
18 H 3.123 -0.151 -0.354  0.22


The structure with the least stability is one.


--- one ---
The following is a quantum chemistry calculation of a cluster of 7 separate species, C4H21NO9 in total, from OMol25.

HOMO-LUMO gap = 9.3296 eV
E_LUMO = -0.03 eV
HOMO level = -9.4 eV
SMILES = N[C@@H](CO)CC(=O)O.O.O.O.O.O.O

Last column: natural (NBO) charge in e.
Cartesian coordinates (Å):
1 N -0.499 1.066 -2.051  -0.86
2 C -1.332 -0.200 -2.038  -0.09
3 C -0.992 -1.047 -3.209  -0.05
4 O -2.002 -1.889 -3.504  -0.72
5 C -1.065 -0.759 -0.638  -0.55
6 C -2.188 -1.615 -0.271  0.80
7 O -3.203 -1.800 -0.828  -0.54
8 O -1.617 -2.433 0.709  -0.74
9 H 0.435 0.937 -2.066  0.35
10 H -0.863 1.777 -2.524  0.36
11 H -2.470 0.175 -2.192  0.22
12 H -0.045 -1.706 -3.117  0.18
13 H -0.652 -0.364 -4.211  0.14
14 H -2.752 -1.514 -3.997  0.48
15 H -0.775 -0.014 0.075  0.26
16 H -0.087 -1.434 -0.588  0.26
17 H -2.107 -3.147 1.163  0.50
18 O 1.365 2.194 4.167  -0.94
19 H 0.449 1.970 4.186  0.47
20 H 1.511 2.261 3.205  0.47
21 O -0.161 -1.574 3.230  -0.99
22 H 0.630 -1.372 2.816  0.49
23 H -0.104 -2.360 3.820  0.48
24 O 1.979 -0.839 1.907  -0.95
25 H 1.588 -0.030 1.552  0.50
26 H 2.602 -0.473 2.450  0.47
27 O 3.608 2.320 -1.464  -0.95
28 H 4.035 3.136 -1.656  0.48
29 H 3.505 1.917 -2.327  0.47
30 O -2.020 1.140 2.529  -0.94
31 H -1.437 0.416 2.828  0.48
32 H -2.274 0.713 1.724  0.46
33 O 2.233 1.491 0.481  -0.98
34 H 1.733 1.989 -0.241  0.50
35 H 2.970 1.070 0.080  0.49


--- two ---
The following is a quantum chemistry calculation of a cluster of 7 separate species, C4H21NO9 in total, from OMol25.

HOMO-LUMO gap = 9.9190 eV
E_LUMO = 0.25 eV
HOMO level = -9.7 eV
SMILES = O=CNC(CO)CO.O.O.O.O.O.O

Last column: natural (NBO) charge in e.
Cartesian coordinates (Å):
1 O 2.957 -0.259 -1.246  -0.65
2 C 1.962 0.427 -0.969  0.48
3 N 0.901 0.391 -1.779  -0.62
4 C -0.450 0.997 -1.406  -0.08
5 C -1.091 -0.080 -0.536  -0.09
6 O -2.482 0.332 -0.463  -0.78
7 C -0.188 2.359 -0.745  -0.09
8 O -1.447 2.825 -0.206  -0.75
9 H 1.932 0.914 -0.006  0.15
10 H 0.867 -0.188 -2.658  0.44
11 H -0.897 1.090 -2.427  0.20
12 H -1.275 -1.039 -1.023  0.22
13 H -0.587 -0.010 0.431  0.18
14 H -2.608 1.270 -0.246  0.50
15 H 0.574 2.196 0.008  0.19
16 H 0.051 3.161 -1.528  0.20
17 H -1.272 3.252 0.638  0.49
18 O -0.437 -1.135 -4.396  -0.92
19 H -1.180 -1.561 -3.941  0.47
20 H -0.851 -0.246 -4.386  0.46
21 O 2.562 -1.736 1.530  -0.98
22 H 2.318 -1.207 2.300  0.51
23 H 2.712 -1.172 0.756  0.49
24 O -0.843 0.569 2.597  -1.02
25 H -1.178 -0.331 2.251  0.50
26 H -1.353 0.605 3.422  0.48
27 O 1.864 0.573 2.633  -1.01
28 H 0.911 0.400 2.565  0.51
29 H 2.099 1.255 3.263  0.49
30 O -1.860 -1.753 1.833  -0.98
31 H -1.001 -2.085 1.389  0.51
32 H -2.369 -1.277 1.160  0.49
33 O 0.232 -2.670 0.352  -0.99
34 H 1.063 -2.257 0.647  0.51
35 H 0.366 -3.608 0.184  0.49


The structure with the least stability is one.